Density functional theory data (ωB97M-V/def2-TZVPD) for a single C13H26O5Si molecule in a non-equilibrium geometry.

Results
Spin multiplicity: 1
Frontier orbital gap: 10.78 eV
E_HOMO: -10.04 eV
Total charge: 0
Strongest force on any atom: 2.6 eV/Å

Positions of all 45 atoms, in Å:
O -0.514 -1.506 2.641
O 1.183 0.014 2.398
O -1.016 2.212 -1.288
O 0.782 0.746 -2.748
O -0.560 -0.365 -0.732
C 0.656 -1.226 2.663
C 2.951 -2.037 2.903
C 1.667 -2.250 3.067
C 1.143 -3.530 3.593
C -3.151 2.520 -0.070
C -0.062 1.639 -4.852
C -0.471 -2.718 -0.169
C -2.401 1.921 -1.291
C -0.185 0.563 -3.776
C 0.249 -1.477 -0.693
C 0.170 0.889 2.071
C 0.728 2.044 1.239
C 1.423 1.631 -0.035
Si 0.145 1.043 -1.237
H 3.257 -1.095 2.453
H 3.653 -2.777 3.200
H 0.192 -3.315 4.090
H 0.960 -4.209 2.755
H 1.788 -4.015 4.333
H -4.202 2.205 -0.065
H -3.181 3.618 -0.105
H -2.710 2.240 0.882
H -0.110 2.625 -4.397
H 0.884 1.541 -5.366
H -0.922 1.570 -5.540
H 0.228 -3.517 0.050
H -0.984 -2.457 0.762
H -1.230 -3.145 -0.825
H -2.768 2.292 -2.229
H -2.530 0.831 -1.276
H -1.191 0.614 -3.341
H -0.045 -0.442 -4.185
H 1.067 -1.204 -0.021
H 0.630 -1.680 -1.693
H -0.381 1.188 2.981
H -0.508 0.320 1.481
H 1.388 2.667 1.840
H -0.109 2.695 0.929
H 1.871 2.459 -0.509
H 2.215 0.880 0.111



Density functional theory data (ωB97M-V/def2-TZVPD) for a molecular structure, C13H27I2O10S.

Results
Spin multiplicity: 1
Frontier orbital gap: 8.58 eV
E_HOMO: -12.61 eV
Total charge: +1
Strongest force on any atom: 0.9 eV/Å

Positions of all 53 atoms, in Å:
C -4.068 -2.276 1.297
C -2.708 -1.678 1.621
I -1.490 -3.132 2.606
C -1.892 -1.081 0.449
I -1.586 1.019 0.714
S -2.524 -1.171 -1.218
C -2.871 -2.870 -1.579
O -3.955 -0.475 -1.207
H -4.541 -2.552 2.238
H -3.997 -3.206 0.739
H -4.729 -1.561 0.810
H -2.843 -0.903 2.366
H -0.892 -1.505 0.383
H -2.455 -3.075 -2.562
H -3.954 -2.975 -1.629
H -2.481 -3.520 -0.802
H -3.940 0.268 -1.832
C -1.463 0.554 -3.764
O -0.182 0.569 -4.370
C 0.040 1.706 -5.070
O -0.757 2.602 -5.160
O 1.237 1.638 -5.614
C 1.602 2.791 -6.408
H -1.560 -0.380 -3.212
H -1.563 1.382 -3.056
H -2.246 0.627 -4.519
H 1.615 3.689 -5.795
H 0.909 2.908 -7.237
H 2.599 2.580 -6.781
C 2.190 2.816 -2.276
O 3.069 3.733 -1.628
C 3.515 4.705 -2.432
O 3.230 4.824 -3.598
O 4.313 5.496 -1.732
C 4.870 6.590 -2.475
H 1.907 2.078 -1.529
H 1.299 3.328 -2.642
H 2.692 2.314 -3.099
H 4.080 7.235 -2.854
H 5.476 6.221 -3.299
H 5.490 7.136 -1.772
C 0.171 -3.239 9.495
O 1.134 -3.260 8.433
C 0.721 -3.861 7.325
O -0.360 -4.364 7.145
O 1.708 -3.813 6.425
C 1.389 -4.445 5.188
H 0.653 -2.721 10.317
H -0.723 -2.700 9.188
H -0.090 -4.251 9.793
H 0.523 -3.962 4.735
H 1.180 -5.503 5.333
H 2.261 -4.328 4.552



Density functional theory data (ωB97M-V/def2-TZVPD) for a molecular structure, C13H28BInN5O8S.

Results
Spin multiplicity: 1
Frontier orbital gap: 4.74 eV
E_HOMO: -3.81 eV
Total charge: -1
Strongest force on any atom: 0.9 eV/Å

Positions of all 57 atoms, in Å:
N 6.764 -1.761 0.481
B 6.658 -1.718 -0.968
O 6.258 -2.934 -1.557
In 7.024 0.100 -2.342
S 5.478 -0.077 -4.320
C 6.784 2.136 -1.449
C 5.414 2.493 -0.859
C 4.760 1.350 -0.082
N 3.717 1.754 0.883
C 2.540 2.308 0.221
C 1.639 1.227 -0.337
C 1.737 -0.097 0.090
C 0.887 -1.078 -0.405
C -0.080 -0.749 -1.347
C -0.179 0.562 -1.800
C 0.678 1.532 -1.301
O 0.556 2.844 -1.748
H 5.900 -1.932 0.979
H 7.214 -0.944 0.870
H 5.350 -2.889 -1.872
H 8.687 0.025 -2.983
H 4.313 0.252 -3.753
H 7.573 2.329 -0.716
H 6.975 2.826 -2.275
H 5.507 3.331 -0.147
H 4.761 2.859 -1.655
H 4.310 0.638 -0.776
H 5.543 0.845 0.484
H 4.120 2.499 1.440
H 1.961 2.860 0.968
H 2.780 3.026 -0.568
H 2.498 -0.348 0.816
H 0.965 -2.106 -0.074
H -0.763 -1.495 -1.731
H -0.928 0.836 -2.532
H 0.992 2.911 -2.604
C -2.825 -1.229 2.351
N -2.576 -1.850 1.024
O -1.798 -2.778 0.967
O -3.179 -1.379 0.082
H -2.226 -1.750 3.087
H -2.544 -0.183 2.277
H -3.885 -1.329 2.560
C -7.119 -2.326 2.260
N -6.971 -1.424 3.433
O -7.975 -0.946 3.916
O -5.843 -1.221 3.835
H -8.172 -2.400 2.029
H -6.568 -1.884 1.436
H -6.697 -3.289 2.534
C -10.579 0.056 0.482
N -9.280 0.124 -0.242
O -9.225 0.777 -1.258
O -8.353 -0.487 0.253
H -11.304 0.645 -0.067
H -10.866 -0.990 0.531
H -10.410 0.449 1.480



Density functional theory data (ωB97M-V/def2-TZVPD) for 3 unconnected molecules or ions with the total composition C13H28BN2O2PS.

Results
Spin multiplicity: 1
Frontier orbital gap: 7.31 eV
E_HOMO: -8.24 eV
Total charge: 0
Strongest force on any atom: 0.7 eV/Å

Positions of all 48 atoms, in Å:
C 1.836 -0.041 -1.215
N 0.949 0.141 -2.368
C 0.460 1.523 -2.518
B -0.796 1.864 -1.664
P -0.802 3.430 -0.501
S 0.960 4.042 0.115
C -2.100 1.020 -1.711
C -2.529 0.423 -2.898
C -3.709 -0.292 -2.921
C -4.462 -0.380 -1.764
C -3.941 0.203 -0.610
N -2.823 0.901 -0.575
H 2.493 -0.898 -1.377
H 2.456 0.850 -1.108
H 1.315 -0.194 -0.263
H 0.165 -0.498 -2.296
H 1.290 2.199 -2.296
H 0.191 1.716 -3.573
H -1.722 3.122 0.509
H -1.552 4.385 -1.216
H -1.930 0.534 -3.799
H -4.087 -0.708 -3.849
H -5.411 -0.900 -1.738
H -4.472 0.100 0.335
C 2.763 0.535 3.875
C 3.450 1.367 2.803
C 3.819 2.755 3.304
O 2.654 1.446 1.627
H 1.835 1.022 4.188
H 2.518 -0.455 3.490
H 3.397 0.421 4.756
H 4.356 0.850 2.477
H 2.917 3.299 3.597
H 4.315 3.323 2.518
H 4.480 2.700 4.170
H 1.860 1.959 1.826
C -1.019 -4.730 0.435
C -0.501 -3.302 0.432
C -1.428 -2.358 -0.316
O 0.822 -3.234 -0.090
H -1.098 -5.104 -0.591
H -0.339 -5.381 0.983
H -2.007 -4.792 0.893
H -0.395 -2.956 1.463
H -1.505 -2.666 -1.365
H -1.044 -1.339 -0.282
H -2.432 -2.359 0.110
H 0.804 -3.546 -1.002